30
Properties=species:S:1:pos:R:3:forces:R:3:nbo_charge:R:1 method="wB97M-V/def2-TZVPD" total_charge=+2 max_force_ev_per_a=6.7 e_above_lowest_kj_mol=82.7 homo_lumo_gap_ev=10.00
C 0.520839 0.432527 2.257331 2.5 -2.1 0.8 0.6640
C 1.003688 1.744874 -1.424888 -0.9 2.0 1.8 0.6658
C -2.056690 -1.429187 0.295585 0.6 -0.7 -0.3 -0.4165
C -1.853319 -0.388929 -1.855560 0.3 -0.1 -2.2 -0.4276
N 0.888895 -2.419479 -0.069113 4.3 4.1 -1.4 -1.0743
N 0.888963 0.366241 3.514920 -6.2 1.7 2.0 -0.7310
N 1.340529 0.068138 1.199110 -2.2 0.8 -0.3 -0.8785
N 1.486293 2.751569 -2.146047 0.6 0.6 -0.3 -0.7619
N 0.166595 2.003526 -0.345158 1.5 -3.3 -2.5 -0.8774
N -1.412137 -0.376168 -0.486831 0.7 0.0 0.4 -0.7549
N 1.141934 0.423131 -1.423040 -1.0 0.4 0.2 -0.8568
N -0.674343 0.643652 1.732083 1.5 -0.4 -0.2 -0.8507
P 0.014742 0.267391 0.074704 -0.5 2.3 -0.6 2.1904
H -2.968175 -1.161478 0.742095 -1.0 1.2 1.1 0.2220
H -2.458904 -2.183128 -0.390203 1.0 -0.4 0.1 0.2331
H -1.313744 -1.780323 1.006296 -0.6 -0.6 0.1 0.2149
H -2.038920 -1.395353 -2.286950 0.7 0.1 0.6 0.2205
H -2.865624 0.038459 -1.997879 0.8 0.6 0.4 0.2450
H -1.057201 0.061244 -2.491422 -1.1 0.1 0.2 0.2165
H 1.750586 -2.523378 0.514129 -1.5 -0.8 -0.2 0.3794
H 1.701655 0.211123 4.030934 1.9 -0.3 0.0 0.4584
H 0.006517 0.562390 4.180466 3.0 -0.5 -1.7 0.4359
H 2.230081 -0.417939 1.139122 -0.4 0.3 0.4 0.4613
H 1.395442 -2.239297 -1.001747 -1.4 -0.5 1.4 0.3655
H 1.481149 3.771508 -1.762229 -0.1 -2.7 -1.3 0.4656
H 1.902952 2.512602 -3.065717 -0.1 0.8 1.1 0.4492
H 0.055074 2.934646 -0.049813 -0.9 0.9 1.0 0.4430
H 1.847133 -0.073097 -1.940470 -0.1 -0.2 -0.1 0.4460
H 0.394051 -3.220378 -0.211862 -1.4 -3.1 -0.1 0.3932
H -1.518061 0.815114 2.262156 -0.1 0.1 -0.4 0.4599

=====

25
Properties=species:S:1:pos:R:3:forces:R:3:nbo_charge:R:1 method="wB97M-V/def2-TZVPD" total_charge=0 smiles=CCN(C)C.O.O.O max_force_ev_per_a=2.6 e_above_lowest_kj_mol=116.5 homo_lumo_gap_ev=9.77
C -1.170319 -1.569894 -1.797416 0.8 0.5 0.4 -0.6212
C 0.109441 -1.205358 -1.024816 0.3 -0.7 0.4 -0.2601
N 0.075618 0.164561 -0.512183 0.4 1.0 0.1 -0.4708
C 1.332333 0.473770 0.164139 0.5 -0.9 -0.5 -0.3843
C -0.123802 1.232337 -1.505453 -2.6 -0.4 0.4 -0.4384
H -2.038211 -1.281942 -1.218224 -0.3 -0.1 0.2 0.2139
H -1.243745 -1.043566 -2.752136 0.1 -0.2 0.0 0.2041
H -1.189423 -2.634706 -1.960157 -0.1 -0.4 -0.2 0.2157
H 1.031479 -1.450715 -1.581456 -0.1 0.6 -0.7 0.1583
H 0.309230 -1.853343 -0.139873 -0.9 0.5 -0.6 0.2523
H 2.151330 0.455634 -0.571127 0.1 0.3 -0.1 0.1668
H 1.611088 -0.350739 0.827614 -0.3 0.4 0.5 0.2269
H 1.342576 1.468939 0.630308 -0.3 -1.2 0.2 0.1442
H 0.682735 1.354424 -2.217304 0.3 0.2 -0.1 0.1814
H -1.090289 1.077667 -2.028771 0.7 -0.5 -0.2 0.2064
H -0.447431 2.140423 -0.981072 1.1 0.2 0.1 0.2165
H 2.279389 4.055191 0.646030 -0.7 0.1 0.0 0.4664
H 1.406042 2.826516 0.638577 -0.3 1.4 -0.1 0.4486
O 1.334622 3.806201 0.594059 1.1 -0.7 0.1 -0.9239
H -0.000245 -3.421668 1.685580 -0.3 0.2 0.1 0.4748
H -0.593267 -1.976525 1.942667 -0.3 -0.2 -0.3 0.5001
O 0.205778 -2.482807 1.736233 0.6 -0.2 0.4 -0.9748
H -1.360522 -0.071885 0.968075 0.5 0.3 0.3 0.5111
H -1.733128 -0.213557 2.560588 0.2 0.4 -0.9 0.4795
O -1.889876 -0.518930 1.651942 -0.5 -0.7 0.6 -0.9934

=====

28
Properties=species:S:1:pos:R:3:forces:R:3:mulliken_spin:R:1 method="wB97M-V/def2-TZVPD" total_charge=+1 max_force_ev_per_a=2.3 spin_multiplicity=2 e_above_lowest_kj_mol=0.0 homo_lumo_gap_ev="8.18 / 4.51" s2=0.7544
S -1.288870 2.279524 1.296283 0.2 0.1 -0.5 0.2733
S -1.473740 0.846569 -0.099100 -0.3 0.0 0.5 0.6412
C -0.424724 -0.513063 0.310948 1.2 -0.9 -0.3 -0.0375
C 0.236047 -0.987577 -0.997686 -1.4 -1.6 -0.8 0.0525
C -0.712885 -2.031027 -1.660102 0.3 -0.4 -1.1 -0.0034
O -0.187485 -2.123812 -2.999810 -0.1 0.2 0.5 0.0006
N 1.592772 -1.472507 -0.831113 -0.5 0.6 1.0 0.0065
C 1.945803 -2.146799 0.427580 0.4 -0.4 -0.2 0.0016
H 0.068240 2.337103 1.255360 0.1 -0.4 0.3 0.0215
H -0.981480 -1.363007 0.729278 -0.7 0.4 -0.2 0.0483
H 0.318366 -0.393073 1.094044 -0.2 1.1 -0.2 0.0043
H 0.207416 -0.296949 -1.842300 0.4 0.9 0.5 -0.0189
H -0.733745 -3.049145 -1.255675 0.2 0.2 0.6 0.0005
H -1.754261 -1.685047 -1.707064 0.1 0.2 0.2 0.0020
H -0.786366 -2.618108 -3.564282 0.0 -0.1 0.0 0.0003
H 1.737021 -2.106355 -1.595705 0.5 -0.1 -0.5 0.0026
H 1.688480 -3.212940 0.470741 0.0 0.1 -0.1 -0.0003
H 1.512013 -1.710375 1.328044 0.0 0.1 -0.2 0.0000
H 3.027762 -2.032155 0.503581 0.0 -0.3 0.3 -0.0001
H 1.674856 2.306030 -2.719981 0.0 0.0 0.0 0.0005
H 0.663271 3.121400 -1.895583 0.2 0.0 -0.2 -0.0001
O 0.851511 2.235815 -2.226871 -0.3 0.0 0.4 0.0030
H 2.283233 0.518368 0.704936 0.4 -0.6 0.3 -0.0005
H 2.211224 0.362817 2.333473 0.5 -0.5 -0.4 0.0001
O 2.058745 0.904128 1.556875 -0.9 1.3 0.1 0.0011
H -1.092479 -0.545903 3.907539 0.1 0.3 0.0 -0.0007
H -0.191485 0.423422 3.043733 -0.3 0.3 0.4 -0.0002
O -0.310382 -0.476074 3.350499 0.3 -0.6 -0.3 0.0023